# 1
{"formula": "C4H11ClN", "method": "wB97M-V/def2-TZVPD", "species": ["C", "C", "C", "C", "N", "Cl", "H", "H", "H", "H", "H", "H", "H", "H", "H", "H", "H"], "coordinates": [[0.93515, -1.86316, -1.15616], [-0.50709, 0.99090, 2.57033], [0.77935, -0.39620, -1.07571], [-1.20881, 0.12606, 1.54256], [-0.27672, 0.38420, -1.75972], [-2.27995, 0.82266, 0.49050], [0.37090, -2.38481, -2.02931], [2.07919, -2.29867, -1.09460], [0.43065, -2.31293, -0.28256], [-1.23011, 1.45061, 3.34393], [-0.00807, 1.87672, 2.01826], [0.40164, 0.55504, 3.06460], [0.97545, -0.14089, -0.05399], [-1.14716, -0.93451, 1.57902], [-0.61329, -0.33406, -2.33424], [0.01487, 1.06177, -2.47647], [-1.07887, 0.76550, -1.09522]], "e_above_lowest_kj_mol": 363.8, "orbital_gap_ev": [9.73, 7.29], "charge": 1, "e_lumo_ev": [-3.912, -4.817], "e_tot_ha": -673.53100, "homo_energy_ev": [-13.6, -12.1]}

=====

# 2
{"formula": "C31H55BeNO2P", "method": "wB97M-V/def2-TZVPD", "species": ["O", "C", "C", "H", "H", "C", "H", "H", "C", "H", "H", "H", "C", "H", "H", "H", "Be", "C", "C", "C", "H", "C", "C", "H", "H", "H", "H", "C", "C", "C", "H", "C", "C", "H", "H", "H", "H", "O", "C", "C", "H", "H", "C", "H", "H", "C", "H", "H", "H", "H", "C", "C", "C", "C", "P", "N", "C", "C", "C", "C", "C", "C", "C", "C", "H", "H", "H", "H", "H", "H", "H", "H", "H", "H", "H", "H", "H", "H", "H", "H", "H", "H", "H", "H", "H", "H", "H", "H", "H", "H", "H"], "coordinates": [[-0.10677, 0.04018, -2.23371], [0.87764, -0.47576, -3.12269], [0.42208, 0.39057, -4.29500], [0.69560, -1.54135, -3.33624], [1.90122, -0.24012, -2.80105], [-0.72197, 0.79933, -3.31276], [0.12153, -0.16491, -5.18365], [1.11493, 1.22294, -4.49132], [-2.04007, 0.18518, -3.69545], [-1.97144, -0.91051, -3.72226], [-2.34856, 0.55578, -4.67838], [-2.80353, 0.48805, -2.97234], [-0.81469, 2.26610, -2.98502], [0.17264, 2.72329, -2.85869], [-1.41606, 2.42974, -2.08092], [-1.32849, 2.77452, -3.80796], [0.18645, -0.50605, 0.78553], [0.79590, 1.55980, 1.50785], [1.72693, 0.43908, 1.34191], [2.32148, 0.50904, 0.01998], [2.19378, -0.07015, 2.17071], [1.66280, 1.57284, -0.66713], [0.75933, 2.22970, 0.25348], [0.21928, 3.15891, 0.07275], [0.36269, 1.84870, 2.48024], [3.16180, -0.13428, -0.28929], [2.01994, 2.00372, -1.60111], [-1.46915, -0.39141, 1.81385], [-1.94052, 0.79696, 1.17184], [-2.27103, 0.42597, -0.18061], [-2.06339, 1.77071, 1.67104], [-2.05359, -0.97081, -0.37842], [-1.46880, -1.49625, 0.82679], [-1.46440, -2.56860, 1.02156], [-1.16151, -0.44586, 2.85314], [-2.83246, 1.06392, -0.84636], [-2.38592, -1.61596, -1.20330], [0.71417, -1.64221, -7.35012], [0.23636, -0.57177, -8.18587], [0.41413, -0.92734, -9.66474], [0.84296, 0.32977, -7.98838], [-0.80302, -0.31335, -7.91513], [1.62556, -1.93983, -9.59493], [0.57088, -0.09272, -10.32097], [-0.45315, -1.51498, -9.99766], [1.39745, -2.57902, -8.21056], [2.53216, -1.31928, -9.55881], [1.67814, -2.61253, -10.43207], [2.33383, -2.91973, -7.74942], [0.78567, -3.47828, -8.38803], [-0.35122, -3.93873, 5.13020], [-0.74939, -2.73960, 4.27055], [-2.02119, -3.13530, 3.52342], [-1.05809, -1.55992, 5.19321], [0.98638, -2.39784, 3.07955], [0.77591, -1.65326, 1.66032], [2.39355, -1.38567, 4.22842], [2.48920, -2.15316, 5.54135], [3.77016, -1.42544, 3.55158], [1.99136, 0.04574, 4.60704], [1.73413, -4.11223, 2.33617], [0.56635, -4.93152, 1.75850], [2.74790, -3.81246, 1.20699], [2.43510, -4.86067, 3.46020], [-1.18164, -4.03016, 5.83260], [0.57220, -3.73170, 5.69506], [-0.24554, -4.86058, 4.54622], [-2.67881, -3.57163, 4.29083], [-2.48048, -2.30510, 2.96956], [-1.81905, -3.92391, 2.79098], [-0.21109, -1.34238, 5.86624], [-1.33283, -0.66606, 4.60188], [-1.92749, -1.90908, 5.77184], [2.73471, -3.20799, 5.37844], [3.33184, -1.69160, 6.05955], [1.57342, -2.06861, 6.13816], [3.79008, -0.95028, 2.57226], [4.44533, -0.87061, 4.22640], [4.14801, -2.45612, 3.47256], [2.05440, 0.73579, 3.75004], [0.97890, 0.04428, 5.02799], [2.69553, 0.32216, 5.41094], [0.08299, -4.38170, 0.95149], [1.02114, -5.83897, 1.32489], [-0.18040, -5.22007, 2.50847], [3.57342, -3.18036, 1.57573], [3.15521, -4.79698, 0.88902], [2.23561, -3.28946, 0.40525], [3.32914, -4.34451, 3.80948], [1.75051, -5.05240, 4.30022], [2.70557, -5.82678, 3.02690]], "e_above_lowest_kj_mol": 396.0, "orbital_gap_ev": 4.79, "charge": -1, "e_lumo_ev": 2.350, "e_tot_ha": -1775.34008, "homo_energy_ev": -2.4}

=====

# 3
{"formula": "C5H12N2O2", "method": "wB97M-V/def2-TZVPD", "species": ["C", "C", "C", "C", "N", "N", "O", "C", "O", "H", "H", "H", "H", "H", "H", "H", "H", "H", "H", "H", "H"], "coordinates": [[1.16358, -0.05433, -1.30475], [0.41936, 0.29553, 0.06314], [0.89117, 1.77122, 0.63986], [0.73185, -0.79620, 1.14122], [-0.92640, 0.29272, -0.16591], [-1.52873, 1.34876, -0.29020], [-2.90427, 1.21133, -0.54190], [-3.38784, -0.14325, -0.33202], [-2.88912, -0.86064, 0.59461], [0.41952, 0.27985, -1.97317], [2.08640, 0.52017, -1.30490], [1.35959, -1.13055, -1.42606], [0.87033, 1.89225, 1.69146], [0.17544, 2.46068, 0.27022], [1.87143, 2.09524, 0.26971], [0.25977, -0.51174, 2.12936], [0.56473, -1.85712, 1.00921], [1.81446, -0.69742, 1.37392], [-3.36754, -0.58454, -1.39738], [-4.40968, 0.01221, -0.01054], [-2.01593, -1.11980, 0.23811]], "e_above_lowest_kj_mol": 493.8, "orbital_gap_ev": 10.24, "smiles": "CC(C)(C)/N=N/OCO", "charge": 0, "e_lumo_ev": 0.847, "e_tot_ha": -457.56084, "homo_energy_ev": -9.4}

=====

# 4
{"formula": "CH2O3S", "method": "wB97M-V/def2-TZVPD", "species": ["O", "C", "O", "H", "H", "O", "S"], "coordinates": [[-0.07540, -1.33174, 0.04662], [-1.05460, -0.60681, 0.08768], [-1.04339, 0.72963, -0.03404], [-1.96002, -1.07571, -0.13265], [-0.18023, 1.23517, -0.00017], [1.94977, 1.25071, 0.03936], [2.36387, -0.20126, -0.00681]], "e_above_lowest_kj_mol": 93.8, "orbital_gap_ev": [7.68, 7.66], "smiles": "O=CO.O=S", "charge": 0, "e_lumo_ev": [-1.462, -1.459], "e_tot_ha": -663.13716, "homo_energy_ev": [-9.1, -9.1]}

=====

# 5
{"formula": "C20H38N4O4", "method": "wB97M-V/def2-TZVPD", "species": ["C", "C", "C", "C", "C", "C", "C", "C", "C", "C", "C", "N", "C", "N", "N", "C", "N", "C", "C", "O", "O", "C", "C", "O", "H", "H", "H", "H", "H", "H", "H", "H", "H", "H", "H", "H", "H", "H", "H", "H", "H", "H", "H", "H", "H", "H", "H", "H", "H", "H", "H", "H", "H", "H", "H", "C", "C", "C", "O", "H", "H", "H", "H", "H", "H", "H"], "coordinates": [[8.39344, -0.84406, 0.22469], [8.60658, 0.66097, 0.29023], [7.45975, 1.43676, -0.38059], [6.41963, 1.88537, 0.65518], [4.96327, 1.74461, 0.18102], [4.29591, 3.08543, -0.17477], [2.86401, 3.25170, 0.31962], [1.94637, 2.04778, 0.07664], [0.80313, 2.00104, 1.09100], [-0.34745, 2.97223, 0.79205], [-1.69353, 2.27816, 0.45868], [-1.49428, 1.07616, -0.35097], [-1.08399, 1.05995, -1.60149], [-0.78392, 2.09937, -2.37741], [-0.98365, -0.21362, -2.02381], [-1.34423, -0.92481, -1.01906], [-1.69543, -0.21028, 0.02545], [-2.18612, -0.67855, 1.30877], [-2.99537, -1.97250, 1.17486], [-2.79041, -2.86214, 1.96851], [-3.94046, -1.94651, 0.22210], [-3.96534, -3.05237, -0.68655], [-3.87345, -2.70682, -2.15364], [-4.12091, -4.18190, -0.30990], [8.45758, -1.18926, -0.79833], [7.43177, -1.11804, 0.64074], [9.13422, -1.34040, 0.83646], [9.56775, 0.91310, -0.13884], [8.68116, 0.91532, 1.34219], [7.04195, 0.77045, -1.12808], [7.92485, 2.26756, -0.89791], [6.57100, 1.28696, 1.54183], [6.63610, 2.91539, 0.90450], [4.38876, 1.18642, 0.90804], [5.00255, 1.14640, -0.72067], [4.88265, 3.85647, 0.30937], [4.38574, 3.26781, -1.23860], [2.82601, 3.53692, 1.36542], [2.43567, 4.08163, -0.23529], [1.56051, 2.13678, -0.93222], [2.46428, 1.09848, 0.12018], [0.46893, 0.98620, 1.27326], [1.24192, 2.32586, 2.02490], [-0.51666, 3.58673, 1.66182], [-0.09878, 3.62993, -0.02828], [-2.36360, 2.95980, -0.04666], [-2.15495, 2.02306, 1.40001], [-0.19113, 1.90417, -3.15956], [-1.07636, 3.03515, -2.18885], [-1.35242, -1.99325, -1.03368], [-1.37159, -0.83283, 1.99405], [-2.84743, 0.04806, 1.76160], [-3.72132, -1.64165, -2.28693], [-2.98329, -3.20243, -2.51415], [-4.75260, -3.06677, -2.65664], [-9.42560, -4.10194, 0.35301], [-8.11129, -3.54288, -0.23378], [-7.01969, -3.63089, 0.85180], [-8.27270, -2.24915, -0.60761], [-9.74965, -3.50985, 1.21183], [-10.21795, -4.08219, -0.39755], [-9.31181, -5.14725, 0.68847], [-7.80042, -4.27456, -1.03157], [-7.27631, -3.02651, 1.72570], [-6.08567, -3.26830, 0.45212], [-6.85573, -4.66653, 1.19735]], "e_above_lowest_kj_mol": 737.6, "orbital_gap_ev": 3.11, "charge": 0, "e_lumo_ev": -0.979, "e_tot_ha": -1304.64124, "homo_energy_ev": -4.1}